156
Properties=species:S:1:pos:R:3:forces:R:3:mulliken_charge:R:1 method="wB97M-V/def2-TZVPD" e_homo_ev=-9.86 smiles="C[C@H]1COC(=O)O1.C[C@H]1COC(=O)O1.C[C@H]1COC(=O)O1.C[C@H]1COC(=O)O1.C[C@H]1COC(=O)O1.C[C@H]1COC(=O)O1.C[C@H]1COC(=O)O1.C[C@H]1COC(=O)O1.C[C@H]1COC(=O)O1.C[C@H]1COC(=O)O1.C[C@H]1COC(=O)O1.C[C@H]1COC(=O)O1" e_above_lowest_kcal_mol=90.90 lumo_energy_ha=-0.017 total_charge=0 fmax_ev_per_a=2.1
C 4.98401 4.10325 3.07170 0.09 -1.03 -0.51 -1.421
C 5.70581 2.75019 3.02195 -0.66 0.28 -0.27 0.519
C 5.41969 1.82829 1.81823 1.35 0.68 0.52 0.743
O 6.76191 1.40474 1.47077 -0.83 -0.54 -0.18 -0.303
C 7.67757 2.15326 2.08229 0.44 -0.01 -1.22 0.520
O 8.84459 2.08399 1.84559 -0.09 0.13 0.56 -0.595
O 7.07716 3.04783 2.87316 0.81 0.45 0.80 -0.395
H 5.10954 4.63305 2.12660 0.28 -0.06 -0.01 0.433
H 5.45657 4.67463 3.86583 -0.49 0.20 0.17 0.404
H 3.90801 3.94161 3.15311 0.01 0.18 0.54 0.182
H 5.58359 2.16557 3.94233 -0.06 0.27 0.13 0.278
H 5.03885 2.41230 0.98254 -0.45 -0.49 -0.12 0.153
H 4.87289 0.94524 2.12779 -0.43 0.08 -0.52 -0.696
C 2.81177 -2.50066 -2.27238 -0.87 -0.41 0.94 -1.596
C 3.63242 -1.70629 -1.29335 0.13 1.65 -1.29 1.686
C 5.17887 -1.69559 -1.52751 -1.15 0.06 1.71 -0.381
O 5.48972 -0.30024 -1.44331 1.18 -0.84 -0.29 -0.343
C 4.40753 0.45567 -1.49947 0.06 0.88 0.36 0.300
O 4.43250 1.65398 -1.48331 -0.29 -0.36 -0.23 -0.574
O 3.31284 -0.30077 -1.53780 -0.80 -0.07 -0.41 0.227
H 2.92049 -2.21858 -3.31682 0.59 -0.20 0.01 0.344
H 1.75319 -2.32655 -2.04637 0.01 0.05 0.06 0.117
H 2.97084 -3.55711 -2.04137 0.14 -0.09 -0.58 0.430
H 3.27368 -1.79558 -0.26956 0.62 -0.85 0.10 -0.572
H 5.52537 -2.14116 -2.45505 -0.15 0.18 -0.21 0.285
H 5.62367 -2.18899 -0.66489 0.45 0.04 -0.20 0.247
C 0.33511 2.36037 -3.26136 -0.42 -0.13 0.46 -0.018
C 1.39351 3.40903 -3.47124 1.83 -0.76 -0.01 0.474
C 2.63671 2.96884 -4.28794 -0.84 -1.27 0.71 0.695
O 2.90771 4.07753 -5.11024 0.45 0.06 -0.64 -0.412
C 1.84613 4.89728 -5.14865 -0.77 0.31 0.77 0.470
O 1.69386 5.86619 -5.81674 0.45 -0.18 -0.35 -0.566
O 0.91571 4.50069 -4.23837 -0.27 -0.02 0.08 -0.472
H -0.31384 2.65674 -2.43583 -0.34 0.22 -0.34 -0.401
H 0.69918 1.38921 -2.91031 0.59 0.11 -0.26 -0.202
H -0.25128 2.20678 -4.16698 -0.04 0.06 0.03 0.402
H 1.83395 3.71297 -2.51919 -0.64 0.56 0.11 0.070
H 2.39943 2.04398 -4.82763 0.03 0.40 -0.67 -0.225
H 3.47360 2.70103 -3.64459 0.14 0.52 0.00 0.024
C -1.48037 -0.44127 -0.90278 -0.61 0.36 -0.23 -0.863
C -0.77504 -0.35544 0.42441 0.62 -0.32 -0.14 2.154
C 0.05113 -1.58695 0.77348 -1.26 -0.68 0.73 -0.053
O 1.33155 -1.11367 1.14777 0.53 0.45 -0.91 -0.008
C 1.43977 0.20698 0.79650 -0.88 -0.49 0.97 -0.402
O 2.38704 0.88951 0.99621 0.41 0.03 0.01 0.091
O 0.25532 0.65235 0.35239 -0.11 0.49 -0.27 0.096
H -2.18633 -1.27030 -0.96274 0.09 -0.11 0.36 0.008
H -0.79789 -0.53146 -1.75033 0.25 0.08 0.19 -0.162
H -2.08519 0.45473 -1.05393 0.11 0.05 -0.13 0.529
H -1.44330 -0.11447 1.25033 -0.06 0.19 -0.11 -0.964
H 0.00105 -2.27807 -0.07386 0.84 -0.02 -0.05 -0.558
H -0.36448 -2.09982 1.64294 0.04 -0.06 -0.04 -0.209
C -5.85621 0.66469 4.63903 0.32 0.20 0.44 -1.681
C -4.71922 0.05784 3.85152 -0.78 0.58 -0.90 0.751
C -3.28781 0.42212 4.26193 -1.16 -0.14 0.29 0.324
O -2.77805 -0.82503 4.73403 0.40 0.19 -0.45 -0.234
C -3.65284 -1.85262 4.42960 0.66 0.29 0.93 0.550
O -3.45729 -2.99776 4.64484 0.28 -0.04 -0.08 -0.546
O -4.78948 -1.34221 3.98916 -0.64 -0.22 -0.51 -0.336
H -5.80425 0.27178 5.65685 -0.11 0.17 0.06 0.386
H -6.83199 0.42159 4.22265 0.07 -0.13 -0.10 0.297
H -5.76085 1.75210 4.66307 -0.02 0.00 0.05 0.402
H -4.86346 0.29926 2.79276 0.04 -0.15 -0.01 -0.067
H -3.33199 1.17935 5.04841 0.35 -0.27 0.26 0.407
H -2.78208 0.86314 3.40229 0.57 -0.51 0.09 -0.148
C -0.31424 -1.31203 -5.08896 -0.08 1.16 0.47 -1.054
C 0.95903 -1.06295 -5.82841 1.53 0.40 -0.77 0.775
C 1.08068 -1.83497 -7.16910 -0.37 0.21 0.79 -0.434
O 1.50027 -0.85138 -8.09984 0.59 -0.42 -0.17 -0.379
C 1.59916 0.37153 -7.50650 -0.52 -0.56 -0.72 0.557
O 2.02335 1.33420 -8.04507 0.04 0.15 0.19 -0.508
O 1.05888 0.29479 -6.28843 -0.75 1.00 0.67 -0.264
H -0.47721 -2.36431 -4.86752 -0.18 -0.05 -0.35 0.466
H -1.07171 -0.81012 -5.69653 -0.35 -0.71 -0.09 0.201
H -0.36138 -0.75975 -4.14630 0.29 -0.09 0.07 -0.135
H 1.88722 -1.06642 -5.24607 -0.30 -1.14 0.36 0.049
H 0.10145 -2.21832 -7.45981 0.02 -0.02 -0.15 0.310
H 1.78415 -2.66127 -7.08776 0.14 0.08 -0.26 0.293
C -8.24160 -1.35571 1.58878 -0.35 0.32 -0.30 -1.448
C -7.22824 -2.26420 0.92372 -0.67 0.56 -1.36 0.292
C -6.98045 -1.84110 -0.56278 0.28 0.26 0.96 -0.597
O -5.55374 -1.74211 -0.63043 0.29 -0.07 -0.76 -0.137
C -5.00358 -1.84345 0.58468 -0.30 -0.34 0.72 -0.064
O -3.84596 -1.78340 0.84631 0.26 0.30 -0.30 0.036
O -5.95671 -2.04465 1.50921 0.01 -0.31 0.35 -0.239
H -7.97665 -0.32047 1.35603 0.37 0.02 0.52 0.358
H -8.32310 -1.53704 2.65775 0.14 0.11 0.02 0.316
H -9.24831 -1.39680 1.16450 0.06 -0.66 -0.09 0.406
H -7.50345 -3.31864 0.93422 0.17 -0.06 0.48 0.249
H -7.37409 -0.83562 -0.71462 -0.18 -0.12 -0.33 0.357
H -7.30846 -2.55039 -1.31612 -0.15 0.04 0.04 0.332
C -0.19659 4.00988 1.61258 -0.58 -0.25 0.12 -1.297
C -0.46883 3.81204 0.12028 1.34 0.79 0.24 2.198
C -1.73723 4.53647 -0.38331 -0.25 -1.18 0.91 -0.128
O -1.25084 5.68114 -1.04049 -0.73 0.36 -0.35 -0.366
C 0.07759 5.61282 -1.21447 0.63 0.04 -0.22 0.579
O 0.74596 6.37431 -1.83650 -0.33 0.03 0.24 -0.563
O 0.56098 4.53931 -0.57193 0.47 -0.06 -0.09 -0.389
H -0.35405 5.05889 1.86882 -0.19 -0.02 0.06 0.519
H 0.79817 3.75334 1.97601 0.20 -0.12 -0.67 -0.080
H -0.87585 3.36917 2.18204 -0.24 0.23 0.04 0.224
H -0.27711 2.79351 -0.20518 -0.73 -0.15 0.20 -0.849
H -2.37034 4.82353 0.45936 0.12 0.27 0.00 0.369
H -2.35492 3.88680 -1.00603 0.24 0.30 -0.52 0.059
C 2.31407 1.90701 5.49275 -0.64 0.55 0.22 -1.435
C 0.92685 1.26076 5.43250 1.65 0.74 -0.92 0.553
C 0.21038 1.54399 4.08219 -0.29 -0.59 1.92 0.085
O -0.16824 0.21647 3.68767 -0.14 0.82 -1.19 0.254
C 0.37646 -0.71969 4.47087 0.86 -0.64 0.47 0.034
O 0.27258 -1.89150 4.31591 -0.05 0.22 -0.14 -0.475
O 1.15341 -0.14635 5.43685 -1.27 -0.10 -0.05 -0.331
H 2.69066 1.85569 6.51336 0.09 0.26 -0.03 0.504
H 2.17771 2.93961 5.15741 0.30 0.15 0.40 0.428
H 3.06705 1.46743 4.83936 -0.33 -0.33 -0.19 0.097
H 0.31386 1.62564 6.25703 0.00 -0.54 0.23 0.246
H 0.84991 2.13165 3.42900 -0.01 -0.71 -0.65 -0.500
H -0.71018 2.09152 4.27982 -0.01 0.11 -0.24 0.430
C 4.51321 -1.39131 5.41189 0.39 -0.34 -0.57 -1.238
C 4.70613 -2.26654 4.14619 -1.38 0.72 1.12 0.456
C 3.66980 -1.89401 3.05028 0.98 -1.29 1.14 0.235
O 4.51479 -1.67732 1.90805 -1.71 0.10 -0.29 0.166
C 5.80346 -1.71491 2.24741 1.16 1.43 -0.24 0.281
O 6.69881 -1.40009 1.51916 -0.51 -0.92 0.15 -0.498
O 5.94008 -1.96554 3.55003 0.92 -0.56 0.26 -0.399
H 5.02569 -0.44269 5.23717 -0.05 0.05 0.00 0.274
H 4.95379 -1.84809 6.29594 -0.03 -0.02 0.01 0.413
H 3.45820 -1.18145 5.58634 -0.01 -0.19 0.08 0.238
H 4.63258 -3.32230 4.41205 0.29 -0.03 -0.15 0.326
H 3.09306 -1.06396 3.45318 0.05 0.55 -1.02 -0.535
H 3.01666 -2.75047 2.90449 -0.19 0.22 -0.45 0.393
C -2.33797 -4.47936 -1.60914 -1.26 -0.31 0.40 -0.833
C -1.88628 -5.29355 -0.41149 1.75 -0.40 -0.64 0.313
C -0.40961 -5.68846 -0.44243 0.38 0.08 -1.69 -0.323
O -0.05788 -5.72294 0.90495 1.02 -0.30 0.69 -0.369
C -0.86469 -4.90013 1.58652 -1.16 0.09 0.87 0.564
O -0.77832 -4.56987 2.72243 0.60 -0.10 -0.32 -0.464
O -1.91559 -4.54410 0.80584 -0.56 0.19 -0.57 -0.120
H -1.68707 -3.65332 -1.88784 0.11 0.06 0.35 -0.089
H -3.33537 -4.12092 -1.33677 0.13 0.49 -0.14 0.091
H -2.52935 -5.07199 -2.50551 0.36 -0.34 0.13 0.578
H -2.37849 -6.26395 -0.29688 -0.83 0.44 0.11 0.363
H 0.23119 -4.98271 -0.99549 -0.22 0.30 0.31 -0.020
H -0.20593 -6.63906 -0.94128 -0.25 -0.18 0.43 0.406
C -3.85619 -1.60105 -3.76425 -1.20 -1.13 -1.12 -0.896
C -3.73453 -0.27001 -4.44576 -0.10 0.74 0.48 0.486
C -4.98272 0.57141 -4.73362 -0.33 -0.18 -0.89 -0.509
O -4.55352 1.89232 -4.41174 -0.53 -0.10 0.22 -0.412
C -3.41511 1.85180 -3.66315 -1.03 1.13 -0.96 0.366
O -2.88813 2.84299 -3.27167 0.17 -0.43 0.51 -0.473
O -3.04425 0.59627 -3.52666 1.30 -0.68 0.65 0.351
H -4.51714 -1.61871 -2.89822 0.51 0.55 0.39 0.068
H -2.91043 -2.10945 -3.59331 0.14 0.36 0.27 -0.005
H -4.40861 -2.28322 -4.42615 0.20 0.08 -0.30 0.528
H -3.15196 -0.25737 -5.36835 0.17 -0.50 0.10 0.196
H -5.91243 0.24823 -4.25665 0.28 0.29 0.76 0.257
H -5.25324 0.58792 -5.79067 0.31 -0.13 -0.08 0.333